Entry 1:
The following is a quantum chemistry calculation of a molecular structure, C11H18BBr3F2N2O6, from the OMol25 dataset.

```
43
Properties=species:S:1:pos:R:3:mulliken_charge:R:1
C -4.100 -0.654 1.550 -1.300
C -3.275 -0.972 0.305 -0.252
C -3.206 0.217 -0.658 -0.754
C -2.192 1.274 -0.193 0.059
N -1.426 1.803 -1.321 -0.238
C -0.311 2.560 -0.995 0.179
O -0.376 3.580 -0.367 -0.531
O 0.898 2.098 -1.463 -0.367
C 1.378 0.841 -0.961 1.222
C 0.707 -0.352 -1.657 -1.605
B 1.263 0.803 0.668 0.399
O 0.974 -0.371 1.331 -0.286
O 1.552 1.964 1.277 -0.276
C 1.015 2.259 2.568 -0.725
N 2.849 0.932 -1.276 0.052
C 3.132 0.966 -2.668 0.481
O 3.380 0.051 -3.386 -0.460
F 3.092 2.224 -3.107 -0.229
C 3.663 -0.023 -0.602 0.452
O 4.521 0.252 0.153 -0.469
F 3.359 -1.289 -0.865 -0.130
H -4.056 -1.458 2.280 0.388
H -5.133 -0.485 1.256 0.349
H -3.732 0.252 2.035 0.292
H -3.739 -1.820 -0.201 0.417
H -2.268 -1.292 0.583 0.104
H -2.939 -0.152 -1.646 0.368
H -4.193 0.673 -0.690 0.379
H -2.714 2.098 0.284 0.396
H -1.542 0.803 0.554 -0.212
H -1.237 1.110 -2.026 0.328
H 1.430 -1.098 -1.964 0.548
H 0.003 -0.849 -0.993 -0.128
H 0.202 -0.023 -2.562 0.523
H 0.132 -0.366 1.799 0.242
H 0.100 1.706 2.773 0.301
H 0.765 3.316 2.572 0.257
H 1.761 2.068 3.334 0.282
C 2.134 -4.565 0.768 -0.333
Br 3.074 -3.232 1.781 -0.037
Br 1.671 -6.083 1.856 -0.050
Br 0.582 -3.852 -0.123 -0.025
H 2.804 -4.916 -0.002 0.388
```

As for the charge: 0. As for the HOMO-LUMO gap: 0.374 Eh. The largest force on an atom comes out at 0.82 eV/Å. The value obtained for the total energy is -8937.5986 a.u.


Entry 2:
The following is a quantum chemistry calculation of a molecular structure, C11H18BN, from the OMol25 dataset.

```
31
Properties=species:S:1:pos:R:3:mulliken_charge:R:1
B -0.433 -0.294 0.797 0.317
C 3.361 -0.042 -2.924 -0.309
C 2.345 -1.052 -2.798 -0.887
C 3.294 1.190 -2.221 -0.715
C 1.207 -0.687 -2.034 0.385
C 2.202 1.447 -1.397 -0.387
C 1.130 0.537 -1.363 0.332
C -1.282 0.931 -1.811 -1.632
C -2.419 -1.468 2.016 -1.515
C -1.535 0.652 2.922 -1.375
C -0.170 0.966 -0.825 -0.282
C -1.818 -0.222 1.585 0.527
N 0.733 -0.852 1.252 -0.268
H 4.287 -0.164 -3.479 0.337
H 2.620 -2.023 -3.145 0.404
H 4.097 1.841 -2.284 0.470
H 0.337 -1.528 -1.742 0.027
H 2.238 2.247 -0.672 0.341
H -1.716 -0.065 -2.064 0.259
H -2.084 1.492 -1.383 0.462
H -0.930 1.431 -2.729 0.426
H -2.426 -2.257 1.260 0.328
H -3.462 -1.288 2.302 0.417
H -1.875 -1.782 2.883 0.307
H -1.018 1.650 2.618 0.271
H -2.470 0.909 3.400 0.437
H -0.866 0.166 3.617 0.337
H -0.110 1.988 -0.495 0.521
H -2.743 0.239 0.910 0.088
H 1.363 -1.027 0.538 0.176
H 0.792 -1.339 2.100 0.200
```

As for the charge: 0. As for the HOMO-LUMO gap: 0.310 Eh. The largest force on an atom comes out at 4.50 eV/Å. The value obtained for the total energy is -509.4971 a.u.


Entry 3:
The following is a quantum chemistry calculation of a molecular structure, C11H18ClF6NO8S2Sr, from the OMol25 dataset.

```
48
Properties=species:S:1:pos:R:3:mulliken_charge:R:1
Sr -0.877 -0.933 -0.063 1.678
C 2.863 -1.619 0.359 -0.563
C 2.071 -2.913 0.380 -0.822
O 0.765 -2.742 0.897 -0.020
C 0.549 -2.865 2.297 -0.762
C 0.846 -1.580 3.050 -0.548
O 0.190 -0.513 2.387 0.036
C 0.660 0.772 2.762 -0.684
C 0.101 1.780 1.775 -0.803
O 0.287 1.365 0.434 0.547
C 1.482 1.711 -0.243 -0.658
C 2.583 0.694 -0.013 -0.645
O 2.047 -0.606 -0.197 -0.041
H 3.773 -1.763 -0.236 0.438
H 3.170 -1.325 1.369 0.303
H 2.619 -3.674 0.944 0.372
H 1.935 -3.275 -0.641 0.348
H 1.143 -3.684 2.712 0.400
H -0.510 -3.101 2.391 0.091
H 1.922 -1.376 3.091 0.325
H 0.486 -1.678 4.081 0.459
H 1.756 0.772 2.754 0.311
H 0.331 1.026 3.775 0.488
H 0.546 2.765 1.945 0.387
H -0.979 1.872 1.904 0.299
H 1.825 2.705 0.057 0.349
H 1.216 1.749 -1.298 0.012
H 2.988 0.777 1.002 0.330
H 3.403 0.880 -0.716 0.517
F 1.242 1.307 -3.584 -0.213
C 0.143 1.165 -4.335 0.591
F 0.352 0.174 -5.198 -0.208
F -0.064 2.290 -5.005 -0.221
S -1.319 0.731 -3.301 0.927
O -0.870 -0.434 -2.550 -0.737
O -2.395 0.553 -4.217 -0.573
N -1.362 2.042 -2.426 -0.357
S -2.237 2.262 -1.142 1.057
O -1.765 3.397 -0.414 -0.673
O -2.509 1.038 -0.405 -0.772
C -3.899 2.751 -1.772 0.450
F -4.456 1.744 -2.433 -0.194
F -4.673 3.078 -0.739 -0.200
F -3.791 3.801 -2.580 -0.217
Cl -2.313 -3.434 -0.507 -0.264
C -2.734 -2.409 1.017 -1.027
H -2.774 -3.160 1.811 0.212
H -3.769 -2.119 0.818 0.276
```

As for the charge: 0. As for the HOMO-LUMO gap: 0.271 Eh. The largest force on an atom comes out at 0.19 eV/Å. The value obtained for the total energy is -2973.1165 a.u.


Entry 4:
The following is a quantum chemistry calculation of a molecular structure, C11H18ClIIrN2O2P, from the OMol25 dataset.

```
37
Properties=species:S:1:pos:R:3:mulliken_spin:R:1
C -0.237 -3.740 -3.035 0.055
I 0.748 -1.689 -2.592 0.301
H -1.319 -3.764 -2.866 0.000
H 0.299 -4.485 -2.437 0.007
H 0.023 -3.854 -4.095 0.015
Ir -0.008 -0.053 -0.762 1.126
P -0.356 1.631 -2.259 0.119
C 1.176 2.051 -3.178 0.025
C -1.517 1.103 -3.563 0.015
H -1.880 3.061 -1.044 -0.002
H -1.173 3.925 -2.451 0.005
H -0.199 3.677 -0.972 -0.001
C -0.965 3.233 -1.621 -0.007
H -2.509 0.957 -3.117 -0.001
H -1.564 1.873 -4.348 0.007
H 0.945 2.718 -4.021 0.007
H 1.630 1.129 -3.564 -0.002
H -1.163 0.157 -3.992 -0.002
H 1.887 2.555 -2.510 0.001
C 1.759 0.329 -0.450 0.047
O 2.865 0.623 -0.237 -0.001
Cl -2.344 0.307 -0.330 0.125
N 0.963 0.097 5.902 0.615
C 0.927 0.572 4.628 0.174
O 1.270 1.713 4.327 0.672
C 0.433 -0.406 3.600 0.057
C -0.032 -1.714 3.863 0.262
C -0.513 -2.458 2.793 -0.065
C -0.509 -1.894 1.507 0.276
N 0.012 -0.688 1.260 0.155
C 0.450 0.076 2.284 -0.007
H 1.268 0.730 6.619 -0.024
H 0.662 -0.827 6.152 -0.023
H -0.019 -2.130 4.874 0.042
H -0.887 -3.471 2.899 -0.003
H -0.932 -2.427 0.653 0.038
H 0.810 1.082 2.084 -0.008
```

As for the charge: +2. As for the HOMO-LUMO gap (alpha / beta): 0.168 / 0.207 Eh. The largest force on an atom comes out at 7.91 eV/Å. The spin multiplicity is 5. The value obtained for the total energy is -1892.8123 a.u.


Please write out number 1 again, unchanged.
The following is a quantum chemistry calculation of a molecular structure, C11H18BBr3F2N2O6, from the OMol25 dataset.

```
43
Properties=species:S:1:pos:R:3:mulliken_charge:R:1
C -4.100 -0.654 1.550 -1.300
C -3.275 -0.972 0.305 -0.252
C -3.206 0.217 -0.658 -0.754
C -2.192 1.274 -0.193 0.059
N -1.426 1.803 -1.321 -0.238
C -0.311 2.560 -0.995 0.179
O -0.376 3.580 -0.367 -0.531
O 0.898 2.098 -1.463 -0.367
C 1.378 0.841 -0.961 1.222
C 0.707 -0.352 -1.657 -1.605
B 1.263 0.803 0.668 0.399
O 0.974 -0.371 1.331 -0.286
O 1.552 1.964 1.277 -0.276
C 1.015 2.259 2.568 -0.725
N 2.849 0.932 -1.276 0.052
C 3.132 0.966 -2.668 0.481
O 3.380 0.051 -3.386 -0.460
F 3.092 2.224 -3.107 -0.229
C 3.663 -0.023 -0.602 0.452
O 4.521 0.252 0.153 -0.469
F 3.359 -1.289 -0.865 -0.130
H -4.056 -1.458 2.280 0.388
H -5.133 -0.485 1.256 0.349
H -3.732 0.252 2.035 0.292
H -3.739 -1.820 -0.201 0.417
H -2.268 -1.292 0.583 0.104
H -2.939 -0.152 -1.646 0.368
H -4.193 0.673 -0.690 0.379
H -2.714 2.098 0.284 0.396
H -1.542 0.803 0.554 -0.212
H -1.237 1.110 -2.026 0.328
H 1.430 -1.098 -1.964 0.548
H 0.003 -0.849 -0.993 -0.128
H 0.202 -0.023 -2.562 0.523
H 0.132 -0.366 1.799 0.242
H 0.100 1.706 2.773 0.301
H 0.765 3.316 2.572 0.257
H 1.761 2.068 3.334 0.282
C 2.134 -4.565 0.768 -0.333
Br 3.074 -3.232 1.781 -0.037
Br 1.671 -6.083 1.856 -0.050
Br 0.582 -3.852 -0.123 -0.025
H 2.804 -4.916 -0.002 0.388
```

As for the charge: 0. As for the HOMO-LUMO gap: 0.374 Eh. The largest force on an atom comes out at 0.82 eV/Å. The value obtained for the total energy is -8937.5986 a.u.


- Look up the charge of the fourth one.
  +2


- The lowest total energy belongs to which entry?
  C11H18BBr3F2N2O6